ORCA calculation (ωB97M-V with the def2-TZVPD basis set) on C8H27BrCuN9O5 as an isolated structure.

Geometry as XYZ:
```
51
Properties=species:S:1:pos:R:3:forces:R:3
Br 2.52192 -0.38689 -2.72380 -0.892 -0.041 1.045
Cu 0.85726 -0.57422 -0.61828 0.447 0.112 -0.768
O -0.70795 3.71872 0.81157 0.195 -0.512 -0.311
O 0.74118 -2.70097 -0.46149 0.852 0.195 0.032
O 2.27882 -0.68341 1.04174 -0.746 -0.496 0.195
O -0.88111 -0.87272 -1.89483 0.537 -0.590 2.334
O -0.78096 -0.97059 1.00055 4.586 -0.011 -2.511
N 0.27026 -4.63300 -1.51762 2.406 -2.969 -5.110
N 2.88753 -2.21594 2.65873 -0.025 -2.805 -0.886
N 0.43104 1.52527 -0.57034 0.414 -0.150 1.015
N 2.60664 -0.19319 3.19573 -0.710 3.816 2.077
N -1.36004 -1.66582 -3.93114 0.253 -3.613 -3.061
N -2.03697 0.04142 2.52244 -0.139 1.126 0.883
N -2.81730 -1.61910 1.37415 -3.176 -2.323 -0.775
N -1.00120 -4.03593 -0.03353 -5.162 0.800 3.958
N -2.15379 0.20981 -3.32923 -2.091 3.521 0.195
C 0.65720 3.77086 0.27629 -1.400 0.841 1.097
C -1.80926 -0.83987 1.55636 0.311 1.607 2.073
C -1.41891 -0.81277 -2.97042 0.275 0.822 0.416
C 2.50429 -1.04202 2.20446 0.853 0.574 -1.286
C -1.67069 4.63872 0.26518 1.165 0.228 0.865
C 1.23538 2.36903 0.38825 0.650 1.304 -2.219
C 0.03414 -3.67776 -0.70081 2.104 2.609 1.004
C 2.72416 2.47818 -0.06314 1.079 -1.572 0.498
H 2.22297 0.73082 3.05752 0.376 -0.093 0.091
H -2.06932 4.31566 -0.69649 0.240 0.147 -0.183
H -3.62975 -1.22509 1.82668 -0.758 -1.238 -1.002
H 3.28388 1.54286 -0.06232 -0.604 -0.797 0.799
H -0.52276 1.67445 -0.27350 -0.564 -0.589 0.749
H 0.63951 4.23932 -0.70774 0.045 -0.593 -0.513
H 2.76948 -3.00669 2.04157 0.506 -0.112 0.421
H 3.02758 2.63810 -1.09777 -1.260 1.034 -0.384
H 1.13549 -4.66040 -2.03796 -0.302 0.200 -0.287
H -2.41702 0.84620 -2.59043 0.061 0.093 -0.480
H -0.54205 -5.11189 -1.87947 0.743 -0.460 -0.076
H -2.77390 -2.10963 0.49234 -0.904 0.035 0.126
H -1.96283 -1.45811 -4.71445 0.387 -0.711 -0.023
H -2.53390 0.33144 -4.25703 0.022 0.110 0.446
H 3.37798 3.07999 0.56809 -0.569 0.514 0.141
H 0.35981 2.11993 -1.38362 0.859 -0.515 -1.077
H -1.31393 0.72131 2.70969 -0.677 0.083 0.383
H 1.04364 2.06136 1.41619 0.429 -0.394 -0.123
H -0.99428 -2.60297 -3.84130 0.216 0.450 0.021
H -1.15791 5.60057 0.26673 -0.330 0.292 -0.713
H 1.25921 4.47074 0.85583 -0.034 0.012 0.427
H -2.98899 -0.00794 2.85610 0.707 1.253 0.832
H -1.26912 -3.46443 0.75497 -0.186 -0.035 -0.228
H -1.70000 -4.62842 -0.45864 0.198 -0.042 0.605
H 2.80206 -0.46858 4.14762 -0.266 0.133 -0.316
H -2.49662 4.76889 0.96445 0.066 -0.429 0.098
H 3.33911 -2.22529 3.56212 -0.186 -0.822 -0.493
```
Forces are in eV/Å.

Molar mass in g mol⁻¹: 472.81
LUMO level (alpha / beta) in eV: -2.3 / -3.6
Expectation value of S²: 0.754
E_HOMO (alpha / beta) in eV: -10.464 / -10.389
Spin multiplicity: 2
Total energy in eV: -147061.058
Energy relative to the best compared isomer or geometry (same formula, charge and spin) in eV: 3.7667
Gap between HOMO and LUMO (alpha / beta) in eV: 8.15 / 6.78
Total charge: +1

natural (NBO) population analysis, charges in e, atoms 1 to 8: -0.72, 1.47, -0.59, -0.73, -0.75, -0.75, -0.71, -0.80



ORCA calculation (ωB97M-V with the def2-TZVPD basis set) on a 5-piece molecular cluster, C8H27NO5 overall.

Geometry as XYZ:
```
41
Properties=species:S:1:pos:R:3:forces:R:3
O -19.82417 20.83356 15.06757 0.688 0.113 -0.465
O -18.45557 20.24845 18.64939 0.319 0.432 0.011
O -21.63569 20.48139 17.43208 -0.150 -0.248 -1.166
O -23.66338 21.53129 18.82657 1.773 -0.184 -0.133
O -23.41646 21.22880 12.84076 0.930 0.231 0.510
N -21.59228 23.51575 13.69846 0.076 0.174 2.251
C -22.31635 20.66726 12.09321 -1.155 0.072 0.631
C -23.12689 21.60451 14.21092 -1.868 0.112 0.118
C -23.99012 23.97538 14.00911 -1.043 -0.216 -0.122
C -22.81405 23.09608 14.44990 -0.002 0.153 -3.169
C -21.69846 19.17185 17.91582 1.360 -0.730 1.110
C -17.16696 20.89934 18.72479 -1.214 -0.236 0.892
C -23.21639 21.99313 20.11584 -2.179 0.773 0.560
C -19.40182 19.56317 14.56151 -0.765 0.550 0.435
H -22.52919 20.89468 14.78276 0.743 0.090 -0.531
H -22.17316 22.18237 20.36876 0.400 -0.820 -1.364
H -18.68993 20.15782 19.57592 -0.514 -0.202 -0.121
H -20.35396 20.67353 15.85199 -0.116 0.128 0.436
H -22.68148 23.23550 15.52279 0.406 0.067 -0.025
H -22.23991 19.59953 12.29859 0.434 -0.100 0.522
H -18.40617 19.25494 14.88053 0.095 0.183 0.266
H -24.88341 23.62957 14.52925 -0.100 0.431 0.619
H -19.39565 19.61867 13.47294 -0.202 -0.183 0.011
H -21.41134 21.22722 12.32879 0.172 -0.353 -0.398
H -20.92149 22.96514 14.21515 1.081 0.072 -0.644
H -24.61139 21.57690 18.68237 0.060 0.248 0.561
H -16.69544 20.77777 17.74961 0.364 -0.020 0.507
H -22.39572 18.39837 17.59385 -0.936 0.750 -0.761
H -21.51941 23.31812 12.71066 -0.652 -0.327 0.124
H -20.74124 18.70615 17.68141 0.275 0.101 0.287
H -23.85096 25.05344 14.08978 0.290 -0.115 0.715
H -22.31334 20.98283 17.89136 -0.496 0.297 -0.119
H -23.62349 21.32028 20.87059 0.078 0.114 0.199
H -22.62161 20.66854 11.04683 0.249 0.624 -0.072
H -24.09666 21.51062 14.69964 -0.383 -0.324 0.035
H -21.80912 19.23409 18.99841 0.139 -0.355 0.248
H -17.26561 21.94031 19.03259 -0.169 0.412 -0.698
H -24.37614 23.90386 12.99226 0.842 -0.670 -0.507
H -16.72736 20.47911 19.62937 1.209 -0.424 -0.615
H -20.14461 18.86873 14.95409 0.224 -0.655 -0.545
H -23.63952 22.99030 20.23713 -0.262 0.033 0.406
```
Forces are in eV/Å.

Molar mass in g mol⁻¹: 217.31
LUMO level in eV: 0.4
SMILES: COC[C@H](C)N.CO.CO.CO.CO
E_HOMO in eV: -8.328
Spin multiplicity: 1
Total energy in eV: -20457.692
Energy relative to the best compared isomer or geometry (same formula, charge and spin) in eV: 2.9851
Gap between HOMO and LUMO in eV: 8.70
Total charge: 0

natural (NBO) population analysis, charges in e, atoms 1 to 8: -0.76, -0.72, -0.76, -0.77, -0.56, -0.86, -0.25, -0.09



ORCA calculation (ωB97M-V with the def2-TZVPD basis set) on C8H28N8O9V as an isolated structure.

Geometry as XYZ:
```
54
Properties=species:S:1:pos:R:3:forces:R:3
V 6.74890 9.62436 11.55010 0.765 -0.627 1.174
O 5.35578 8.86810 12.85242 -0.106 -0.385 -2.113
O 8.43059 9.67537 13.08059 -2.407 0.986 -0.919
O 5.89890 9.88829 10.31393 -0.945 0.240 -1.204
O 7.05216 12.26474 8.34997 0.589 -1.083 1.608
O 7.20169 7.61961 11.23846 0.238 0.800 -0.211
O 8.34612 10.94632 10.35544 0.322 -1.830 3.103
O 7.87628 11.70430 5.62645 -0.446 0.682 0.584
O 6.47451 11.54644 12.49695 0.458 1.015 -1.460
O 8.74487 8.24677 9.02064 -0.239 0.766 0.666
N 10.16619 9.24544 14.26010 1.393 -0.415 0.913
N 5.89817 9.89682 14.64447 2.353 1.901 3.229
N 7.94942 8.96456 7.06636 1.210 -0.539 -1.083
N 10.06760 7.78891 7.32934 -0.791 0.569 -0.506
N 5.83776 5.87709 11.26118 0.418 0.968 0.334
N 9.70570 8.13260 12.25823 1.609 -1.719 -1.765
N 7.50918 6.06523 9.59596 -1.275 -0.055 1.025
N 4.19390 8.32827 14.66845 -1.058 -0.121 -0.799
C 8.01921 12.99243 6.34668 0.593 -1.573 -2.374
C 8.90780 8.36387 7.79632 1.661 -0.774 0.185
C 5.13867 9.05303 14.07107 -1.298 -2.613 -1.537
C 9.48233 8.98653 13.17582 -1.748 1.238 0.449
C 8.51971 12.09893 11.16645 -0.401 1.598 -0.938
C 7.23458 12.62772 11.78779 0.996 -0.311 1.115
C 6.83588 6.54943 10.64904 0.368 -0.150 0.073
C 6.98734 13.26700 7.37491 -0.741 0.200 -0.166
H 4.19545 7.94605 15.58831 0.238 0.402 0.669
H 6.66364 13.12222 11.00963 -0.636 -0.243 0.162
H 10.95323 8.72438 14.58235 0.346 -0.292 0.082
H 9.10732 8.20003 11.45229 0.079 -0.519 -0.403
H 5.58615 11.93331 12.55690 -0.015 -0.593 0.219
H 8.77546 12.92333 10.48092 0.381 -0.136 0.347
H 8.95243 12.81612 6.85652 0.372 0.246 0.382
H 5.93218 13.36350 7.10740 0.292 0.217 -0.717
H 10.78724 7.62040 8.00857 -0.232 -0.073 0.196
H 7.30302 14.18030 7.84607 -0.053 0.680 0.290
H 8.08812 9.39601 6.15292 0.042 -0.095 0.532
H 7.29314 9.35622 7.69014 -0.956 0.555 0.169
H 6.85614 9.80511 14.33821 0.419 0.711 -0.299
H 7.16941 5.23063 9.15170 0.125 -0.080 -0.105
H 7.56246 13.34014 12.57557 -0.503 -0.222 -0.565
H 7.32252 11.79667 4.83958 0.090 0.302 0.211
H 10.46294 7.48349 12.27325 0.371 -0.193 -0.101
H 3.56035 7.87495 14.02466 0.076 -0.052 0.133
H 8.10346 11.11710 9.45747 -0.364 0.935 -1.143
H 10.32406 7.59792 6.38543 -0.210 0.287 -0.580
H 6.29985 11.67608 8.36667 -0.449 0.088 -0.347
H 5.82500 9.98504 15.63371 -0.183 0.299 0.760
H 5.21632 5.23533 10.83343 -0.233 -0.610 -0.509
H 8.20946 13.76903 5.58970 -0.426 0.054 0.506
H 9.30033 12.03675 11.93136 -0.065 -0.812 -0.452
H 8.12950 6.73624 9.14312 0.158 0.007 0.046
H 5.48241 6.44458 12.01713 -0.301 -0.299 0.008
H 9.52388 9.60360 14.92016 0.121 0.668 1.124
```
Forces are in eV/Å.

Molar mass in g mol⁻¹: 431.30
LUMO level (alpha / beta) in eV: -5.6 / -5.3
Expectation value of S²: 0.765
E_HOMO (alpha / beta) in eV: -15.199 / -15.199
Spin multiplicity: 2
Total energy in eV: -64777.992
Gap between HOMO and LUMO (alpha / beta) in eV: 9.63 / 9.86
Total charge: +2

natural (NBO) population analysis, charges in e, atoms 1 to 8: 1.55, -0.70, -0.81, -0.47, -0.77, -0.75, -0.72, -0.77



ORCA calculation (ωB97M-V with the def2-TZVPD basis set) on a 6-piece molecular cluster, C8H29BCl2N2O11 overall.

Geometry as XYZ:
```
53
Properties=species:S:1:pos:R:3:forces:R:3
Cl 4.07150 2.77063 1.65725 -0.531 0.627 -0.166
Cl -2.24768 2.15707 3.00853 1.395 0.156 1.070
O 2.32482 -1.57407 0.61860 0.446 -1.077 0.221
O -3.35005 -0.71441 -3.60006 -0.103 -0.255 -0.033
O 0.36788 0.57698 0.04304 0.287 -0.809 1.206
O 4.62979 1.64776 2.39385 0.481 -0.180 -0.136
O 3.32212 2.26059 0.52648 0.559 -0.024 -0.036
O -2.14144 1.29144 1.86707 -0.389 -0.472 -0.647
O 5.12867 3.68363 1.21382 -0.626 -0.875 0.339
O -1.82983 3.48478 2.65650 0.091 -0.059 0.054
O 3.14942 3.45078 2.53331 0.304 0.275 0.042
O -3.58804 2.21310 3.51875 -0.785 -0.298 -0.041
O -1.37900 1.59984 4.05558 -0.308 0.358 -0.359
N -1.83313 -0.03980 -1.31836 1.775 -0.222 0.098
N 1.48021 0.39604 2.60046 -0.497 -1.460 0.066
C -3.74367 -0.71483 -4.93653 -0.765 0.485 -0.692
C -2.04499 -1.22323 -3.41829 0.030 -0.474 0.086
C -1.74482 -1.37417 -1.91299 -2.191 0.460 -1.451
C 2.80307 -1.58678 1.95936 0.075 0.503 -0.694
C 0.48343 -1.88139 3.00605 -1.097 1.426 0.123
C -2.83189 -2.25156 -1.27123 0.445 0.229 0.072
C 1.73660 -1.01060 2.87694 0.934 -1.596 0.759
C 3.39143 -1.85011 -0.28113 -0.933 0.834 -0.133
B -0.17011 2.90592 -1.58445 0.025 0.321 -0.550
H -3.01881 -3.17317 -1.82433 0.169 -0.068 0.054
H 4.00203 -2.71144 0.00262 0.036 -0.011 0.224
H -2.70524 0.25410 -0.90263 -0.113 -0.468 0.141
H -0.47260 0.23691 -0.42433 -0.547 0.858 -0.242
H 3.97252 -0.92753 -0.35668 0.433 -0.210 -0.115
H -3.75443 -1.67372 -1.26360 -0.072 -0.091 0.001
H -0.77105 -1.87056 -1.93805 0.277 0.413 0.851
H -1.23809 2.49726 -1.82405 -1.357 -0.649 -0.176
H -0.20969 -1.28389 3.61557 -0.045 0.053 -0.102
H -1.33544 -0.54203 -3.90722 0.129 -0.020 0.185
H -2.91610 -0.53069 -5.62889 0.097 -0.023 0.082
H -0.07081 -2.03382 2.07777 0.272 -0.432 -0.079
H 2.37601 0.83664 2.40328 -0.307 0.463 0.257
H 0.31830 0.33512 1.02310 0.758 0.750 -0.398
H -1.93888 -2.21182 -3.89548 -0.104 0.022 -0.055
H 0.55727 1.55396 -0.07120 -0.581 -0.018 -0.417
H 0.62190 -2.76287 3.63068 0.329 -0.364 -0.561
H -4.48430 0.07600 -5.09969 0.240 0.197 0.238
H 1.01522 0.74049 3.43440 0.075 0.817 -0.331
H -0.07230 3.21436 -0.46832 0.127 0.138 1.490
H 2.92699 -2.05242 -1.24657 0.094 -0.002 -0.064
H 3.73576 -1.00477 1.97863 -0.221 0.401 0.267
H -2.55883 -2.46858 -0.23871 -0.060 -0.139 0.007
H 2.15776 -1.22795 3.87661 0.438 0.794 0.093
H -4.29009 -1.60889 -5.27251 0.429 -0.401 0.333
H 0.66578 2.16728 -1.92443 0.976 -1.135 -0.393
H -0.04356 3.85742 -2.24462 0.228 1.272 -0.732
H -1.58641 0.68897 -1.98755 0.155 0.193 0.228
H 3.13284 -2.59197 2.26364 -0.475 -0.211 0.012
```
Forces are in eV/Å.

Molar mass in g mol⁻¹: 411.04
LUMO level in eV: 4.1
E_HOMO in eV: -3.374
Spin multiplicity: 1
Total energy in eV: -59974.430
Energy relative to the best compared isomer or geometry (same formula, charge and spin) in eV: 0.7039
Gap between HOMO and LUMO in eV: 7.46
Total charge: -2

natural (NBO) population analysis, charges in e, atoms 1 to 8: 2.52, 2.55, -0.55, -0.55, -0.88, -0.91, -0.87, -0.90



ORCA calculation (ωB97M-V with the def2-TZVPD basis set) on a 6-piece molecular cluster, C8H29O9P overall.

Geometry as XYZ:
```
47
Properties=species:S:1:pos:R:3:forces:R:3
P 3.39027 2.72505 2.20359 -0.498 0.132 -0.116
O 3.41400 1.58374 3.37033 1.279 1.831 -1.132
O 2.64657 3.97149 2.92428 -0.130 -1.104 -1.856
O -0.33391 -6.42684 0.00039 0.928 0.290 -0.045
O -5.27338 -6.03565 -4.22050 0.101 -0.053 0.471
O 2.71706 2.29064 0.94515 1.022 0.862 1.737
O -0.99941 -1.55829 -0.53555 1.450 -0.406 0.047
O 0.61796 0.02843 -6.94584 -0.210 0.058 -1.752
O 4.92384 3.27330 2.08790 -1.336 -1.900 0.932
O -2.73777 3.46005 4.25134 0.582 -0.341 -0.537
C 5.20872 4.19618 1.06963 0.253 0.911 -1.136
C -2.23392 -0.95401 -0.60577 -1.592 -0.311 -0.179
C 2.16173 1.03039 3.69163 -1.612 -0.912 -0.502
C -1.52831 -7.14532 0.15798 -0.026 0.193 -0.648
C -2.67117 4.10297 2.96993 -0.587 0.789 0.535
C 3.11934 4.64144 4.04949 0.379 -0.092 1.351
C -4.68734 -4.84199 -4.67267 0.446 0.536 -1.202
C 1.04590 -0.02236 -5.65430 0.292 -0.302 2.741
H 0.93058 -0.79178 -7.33459 -0.148 0.208 -0.481
H 1.80391 1.25931 4.69545 0.668 -0.128 0.207
H 4.60419 4.04304 0.17564 -0.322 -0.005 0.164
H -5.70429 -6.44883 -4.97230 -0.014 -0.040 0.030
H -0.50506 -5.48268 -0.02933 -0.126 0.011 0.003
H 2.86720 4.07542 4.94622 -0.428 0.072 0.155
H -5.41900 -4.15539 -5.09852 -0.263 0.254 0.382
H -2.02693 -6.83866 1.07746 -0.185 -0.511 0.113
H -2.49560 -0.67878 -1.62748 0.154 0.711 -0.111
H -2.98794 -1.71248 -0.39535 -0.019 -0.008 0.481
H -4.00030 -5.00440 -5.50314 0.230 -0.367 -0.171
H 6.23544 4.11449 0.71287 0.125 -0.379 0.476
H -0.36201 -0.84236 -0.58826 0.383 -0.217 -0.019
H -2.30536 -0.14429 0.12041 -0.360 0.217 -0.210
H 2.00188 0.43753 -5.40390 0.432 0.132 -0.619
H 5.08829 5.21395 1.44077 -0.200 0.033 0.005
H -2.17771 -6.96744 -0.69919 -0.370 0.051 0.018
H 1.33514 1.34535 3.05474 0.219 0.534 -0.353
H 2.19780 -0.03589 3.46835 0.212 -0.103 0.597
H 1.10495 -1.05885 -5.32217 0.036 -0.109 0.312
H -2.29869 5.11965 3.09538 -0.043 0.157 -0.088
H -3.68938 4.15257 2.58406 0.042 0.067 -0.349
H -2.01821 3.65645 2.22003 0.023 -0.655 0.518
H -1.24411 -8.19556 0.09224 -0.221 -0.004 0.550
H -4.06656 -4.32743 -3.93921 -0.494 -0.329 0.497
H 2.64402 5.62207 4.07266 0.192 -0.075 0.046
H 4.20492 4.70188 4.12673 0.133 0.313 -0.583
H 0.36047 0.48283 -4.97381 -0.403 0.012 -0.194
H -2.85781 4.14106 4.91726 0.004 -0.024 -0.082
```
Forces are in eV/Å.

Molar mass in g mol⁻¹: 300.28
LUMO level in eV: 0.4
SMILES: COP(=O)(OC)OC.CO.CO.CO.CO.CO
E_HOMO in eV: -10.030
Spin multiplicity: 1
Total energy in eV: -36481.255
Energy relative to the best compared isomer or geometry (same formula, charge and spin) in eV: 1.2547
Gap between HOMO and LUMO in eV: 10.48
Total charge: 0

natural (NBO) population analysis, charges in e, atoms 1 to 8: 2.55, -0.79, -0.82, -0.73, -0.71, -1.08, -0.71, -0.70